Here is a 10-piece molecular cluster, C8H36O14 overall from OMol25. Energies are from ωB97M-V with the def2-TZVPD basis set.

Cartesian coordinates (Å):
O -1.796 28.001 18.015
C -2.275 28.022 19.353
C -1.240 27.145 20.157
O -1.883 26.694 21.344
H -1.986 28.842 17.673
H -2.069 29.008 19.794
H -3.335 27.732 19.482
H -0.416 27.708 20.469
H -0.861 26.292 19.631
H -1.769 25.746 21.530
O 7.418 25.182 20.631
C 7.072 25.321 22.039
C 6.514 23.961 22.356
O 6.264 23.745 23.746
H 7.909 25.949 20.349
H 7.952 25.673 22.583
H 6.299 26.119 22.126
H 7.222 23.230 22.068
H 5.643 23.675 21.670
H 5.408 24.093 23.953
O 0.936 22.521 25.024
C 0.554 23.750 25.649
C -0.949 23.979 25.599
O -1.309 23.801 24.286
H 0.437 21.774 25.363
H 0.871 23.755 26.661
H 1.062 24.642 25.157
H -1.211 24.986 25.999
H -1.455 23.220 26.220
H -0.943 22.961 23.984
O 3.251 24.791 23.874
C 2.855 25.063 22.536
C 1.357 24.830 22.334
O 1.097 25.149 20.957
H 3.314 23.826 23.956
H 3.234 26.041 22.286
H 3.590 24.405 21.969
H 0.678 25.361 23.034
H 1.080 23.780 22.566
H 1.335 26.081 20.733
O -1.783 23.907 21.403
H -2.491 23.243 21.312
H -1.127 23.389 21.798
O -0.102 23.872 18.721
H -0.858 24.269 18.298
H 0.004 24.189 19.603
O 2.176 27.443 19.868
H 1.548 27.515 19.157
H 2.912 26.996 19.429
O 3.488 22.155 24.190
H 2.551 22.062 24.295
H 3.641 21.876 23.300
O -0.378 21.589 22.704
H -1.193 21.373 23.078
H 0.182 20.981 23.208
O 2.618 23.089 19.991
H 3.490 23.290 19.716
H 2.149 23.852 20.298

Results
- E_LUMO (eV) = -0.4
- 2S+1 = 1
- SMILES = OCCO.OCCO.OCCO.OCCO.O.O.O.O.O.O
- total energy (eV) = -37541.7738
- orbital gap (eV) = 9.238
- relative energy (zero: lowest compared OMol25 entry of this formula, charge and spin) (kcal per mole) = 49.1